An isolated molecule of BH3O. Source: the Open Molecules 2025 dataset; level of theory: ωB97M-V with the def2-TZVPD basis set.

The geometry in XYZ format:
```
5
Properties=species:S:1:pos:R:3:lowdin_charge:R:1
B -0.141 0.561 -0.135 0.18
O 0.287 -0.887 0.800 -0.24
H -0.452 0.477 -1.317 0.01
H -0.106 1.618 0.357 -0.01
H 0.413 -1.769 0.294 0.06
```

Output
E_tot ... -101.8270 hartree
Relative energy (zero: lowest compared OMol25 entry of this formula, charge and spin) ... 42.0 kcal/mol
LUMO ... 0.0021 Eh
Strongest force on any atom ... 5.09 eV/Å


An isolated molecule of C2H6N2. Source: the Open Molecules 2025 dataset; level of theory: ωB97M-V with the def2-TZVPD basis set.

The geometry in XYZ format:
```
10
Properties=species:S:1:pos:R:3:lowdin_charge:R:1
N -1.463 -0.542 -0.984 0.03
C -0.327 0.134 -0.613 -0.23
C 0.509 -0.206 0.383 -0.23
N 1.349 0.793 0.998 -0.02
H -1.454 -1.523 -1.164 0.08
H -2.197 -0.045 -1.438 0.07
H -0.109 1.085 -1.094 0.11
H 0.569 -1.214 0.791 0.09
H 0.856 1.044 1.843 0.06
H 2.267 0.475 1.276 0.05
```

Output
E_tot ... -189.2722 hartree
Relative energy (zero: lowest compared OMol25 entry of this formula, charge and spin) ... 36.0 kcal/mol
LUMO ... 0.0463 Eh
Strongest force on any atom ... 1.66 eV/Å


A cluster of 12 separate species, C5H36N2O12 in total. Source: the Open Molecules 2025 dataset; level of theory: ωB97M-V with the def2-TZVPD basis set.

The geometry in XYZ format:
```
55
Properties=species:S:1:pos:R:3:lowdin_charge:R:1
C 1.218 -0.043 -0.704 0.03
N -0.235 -0.089 -0.492 0.10
C -0.907 0.959 0.259 -0.20
C -0.563 0.891 1.842 -0.26
C -1.375 -0.145 2.632 0.00
O -0.830 2.163 2.517 -0.06
C -0.612 2.356 -0.252 -0.25
N -1.762 2.994 -0.825 0.06
H 1.272 -0.694 -1.574 0.11
H 1.526 0.994 -0.750 0.10
H 1.712 -0.502 0.180 0.13
H -0.577 -1.027 -0.272 0.14
H -1.996 0.760 0.161 0.18
H 0.513 0.884 1.942 0.14
H -1.089 -1.059 2.090 0.05
H -2.475 -0.134 2.485 0.11
H -1.013 -0.244 3.680 0.12
H -1.351 2.784 1.985 0.11
H 0.203 2.259 -0.978 0.11
H -0.220 2.985 0.555 0.10
H -2.136 2.486 -1.643 0.09
H -1.593 3.959 -1.042 0.09
H 1.331 -3.494 1.776 0.06
H 0.923 -3.125 0.317 0.00
O 0.693 -3.002 1.246 -0.05
H -2.770 -0.326 -3.297 -0.02
H -3.695 0.799 -3.045 0.03
O -3.722 -0.148 -3.223 -0.05
H -0.227 -2.599 -4.465 0.06
H -1.267 -1.438 -3.988 0.01
O -0.371 -1.760 -4.019 -0.06
H -1.633 -3.793 -2.638 0.02
H -2.201 -3.328 -1.333 0.00
O -1.734 -4.090 -1.725 -0.06
H 1.679 -3.489 -2.263 0.03
H 1.186 -4.571 -1.432 0.05
O 1.986 -4.021 -1.511 -0.05
H 3.911 -1.114 3.057 0.00
H 2.703 -1.979 3.163 0.01
O 3.662 -2.049 3.103 -0.06
H -1.884 -2.556 0.457 0.00
H -3.005 -3.407 1.018 0.08
O -2.825 -2.733 0.352 -0.04
H 0.637 3.040 2.517 -0.01
H 1.736 3.547 1.620 -0.02
O 1.591 3.289 2.551 -0.07
H 3.588 1.649 2.482 0.03
H 3.283 1.472 3.911 0.05
O 3.704 0.996 3.183 -0.05
H 3.073 4.686 -0.177 0.08
H 1.802 5.192 -0.287 0.08
O 2.180 4.354 0.049 -0.06
H -0.104 0.525 -3.654 0.08
H -0.960 0.457 -2.289 0.01
O -0.979 0.481 -3.251 -0.05
```

Output
E_tot ... -1224.1076 hartree
Total charge ... +1
Relative energy (zero: lowest compared OMol25 entry of this formula, charge and spin) ... 42.1 kcal/mol
2S+1 ... 2
⟨S²⟩ ... 0.76
LUMO (alpha / beta) ... -0.1087 / -0.2998 Eh
Strongest force on any atom ... 3.08 eV/Å


A cluster of 2 separate species, C7H15O3P2 in total. Source: the Open Molecules 2025 dataset; level of theory: ωB97M-V with the def2-TZVPD basis set.

The geometry in XYZ format:
```
27
Properties=species:S:1:pos:R:3:lowdin_charge:R:1
C -2.175 1.989 0.077 -0.25
C -1.573 0.821 -0.793 -0.30
C -1.217 2.775 1.019 -0.28
C -0.114 0.722 -0.392 -0.28
C 2.442 -1.981 -2.033 -0.20
C -0.341 0.421 2.587 -0.18
C 1.978 -2.703 -0.799 -0.35
O -0.515 -2.643 -1.874 -0.36
O 1.492 2.248 1.536 -0.46
O -0.366 -2.932 0.669 -0.37
P 0.163 1.559 1.242 0.60
P 0.182 -2.408 -0.590 0.51
H -2.465 2.745 -0.592 0.06
H -2.914 1.469 0.735 0.10
H -2.101 -0.234 -0.866 0.11
H -1.658 1.043 -1.848 0.07
H -0.726 3.663 0.487 0.10
H -1.662 3.158 1.866 0.03
H 0.522 1.211 -0.989 -0.04
H 2.033 -2.571 -2.803 0.04
H 2.162 -0.959 -2.080 0.04
H 3.621 -1.986 -2.084 0.10
H -1.430 0.729 2.743 0.05
H -0.327 -0.676 2.236 0.05
H 0.295 0.667 3.409 0.01
H 2.686 -2.353 0.081 0.12
H 2.008 -3.774 -0.944 0.07
```

Output
E_tot ... -1184.1827 hartree
Total charge ... -1
Relative energy (zero: lowest compared OMol25 entry of this formula, charge and spin) ... 19.8 kcal/mol
LUMO (alpha / beta) ... 0.1265 / 0.1265 Eh
Strongest force on any atom ... 4.67 eV/Å